(1)
# C14H15BCaF2N4O4

C14H15BCaF2N4O4 as an isolated structure in a non-equilibrium geometry (wB97M-V/def2-TZVPD, OMol25).

Geometry as XYZ:
```
41
Properties=species:S:1:pos:R:3:forces:R:3:lowdin_charge:R:1
H 2.50599 -0.57713 -2.35368 0.63 0.01 0.94 0.094
F 3.33013 -4.20920 1.90379 0.09 2.43 -0.29 0.160
C 2.20089 -1.50578 0.96851 -3.44 0.82 -0.79 -0.133
C 3.68395 -2.93019 2.21135 1.12 0.14 0.47 -0.438
C -0.29455 -1.35227 1.66502 1.76 -0.02 0.30 -0.027
N -2.57665 -0.79985 3.05721 1.42 -0.66 -0.72 0.171
N 3.57132 -1.88548 1.22256 -0.49 -0.91 -0.33 0.096
C -1.96131 3.13655 -2.25102 -0.64 0.43 -0.71 -0.214
H 1.35683 -2.25387 2.95669 -0.18 0.15 -1.34 0.056
O 4.12526 -2.64443 3.28183 -0.39 -0.85 -0.12 0.183
C 1.81553 -0.86190 -0.29242 0.59 -0.90 0.93 -0.027
O 4.05416 0.19353 2.15664 -0.56 -0.32 -0.43 0.205
C -2.38688 1.97580 -3.22120 -1.07 1.13 -0.59 -0.190
Ca 0.34603 -1.27653 4.99072 -0.51 -0.64 -0.93 1.792
H -2.09044 2.86912 -1.16215 0.27 0.26 -1.09 0.104
C 0.39293 -0.48544 -0.62208 0.62 -0.53 0.93 -0.107
H -2.45121 5.35128 -2.19939 -0.53 -1.03 -0.46 0.086
N -2.02950 -0.42203 0.16362 2.02 0.82 -3.32 0.126
C 1.11603 -1.75624 1.96214 -1.02 1.49 -1.97 0.003
O -1.22639 -2.87703 3.54618 -0.29 1.74 -0.36 -0.017
H -3.25754 0.34484 -1.36385 1.19 -0.30 0.37 0.139
H -2.82810 4.45545 -3.77148 0.03 0.33 1.17 0.081
F 5.71974 -0.76867 1.12891 -2.28 -1.23 0.05 0.151
C 4.41316 -0.74795 1.53650 1.60 1.08 0.87 -0.434
H 3.34494 0.45787 -1.10125 -0.35 -0.99 -0.39 0.118
B -1.42000 -1.63935 2.78341 -0.13 0.01 -1.44 -0.629
H -0.90081 3.41605 -2.48581 -0.80 -0.46 0.44 0.124
C -2.85685 4.40134 -2.64493 0.17 -0.70 -0.24 -0.098
H -3.43128 1.58984 -3.01677 1.14 0.36 -0.05 0.130
H -2.44844 2.41554 -4.25770 0.32 -0.72 1.04 0.141
O -1.43980 0.87402 -3.31493 0.16 -0.32 2.41 -0.013
H -1.51881 -3.57143 2.92177 0.64 -0.35 0.70 0.140
C 2.95829 -0.58124 -1.32847 -1.02 0.47 0.52 -0.008
H -3.36686 -1.23451 2.54961 -0.18 0.26 1.07 0.125
C -0.68287 -0.72348 0.34635 2.08 -0.72 2.01 -0.149
H 3.81328 -1.29683 -1.23917 -0.92 0.50 -0.06 0.097
H -2.48073 0.14201 2.67179 -0.12 -0.41 -0.10 0.084
C -2.20546 0.08924 -1.07055 -0.39 -0.07 0.39 0.023
C -1.12802 0.34855 -2.08844 0.82 -0.07 -0.06 -0.245
H -3.93921 4.25481 -2.37445 1.11 0.21 -0.05 0.084
N 0.17323 0.08499 -1.86487 -2.47 -0.43 1.23 0.216
```
Forces are in eV/Å.

Its HOMO-LUMO gap is 5.4 eV. The HOMO energy comes out at -14.742 eV. As for the net charge: +2.

(2)
# C34H68Cl12O7

A 13-piece molecular cluster, C34H68Cl12O7 overall in a non-equilibrium geometry (wB97M-V/def2-TZVPD, OMol25).

Geometry as XYZ:
```
121
Properties=species:S:1:pos:R:3:forces:R:3:lowdin_charge:R:1
Cl 0.89863 1.41035 6.19029 0.10 0.09 -0.09 0.544
H -1.39752 2.66694 4.79371 -0.30 -0.08 0.05 0.092
O -0.92449 -3.00253 6.62952 -0.23 0.53 0.35 -0.153
H 2.50635 5.21868 1.01378 -0.05 0.32 0.53 0.107
C 0.75297 3.25418 -5.89148 0.34 -0.85 -0.68 -0.187
H -0.90722 -1.09030 -1.81101 0.01 -0.12 0.06 0.074
H -0.59038 4.57953 -4.88172 0.52 -0.34 0.32 0.116
O 3.93510 2.77747 2.46428 -0.27 -0.64 0.24 -0.175
H 0.94168 2.11640 3.95881 0.23 -0.20 -0.11 0.000
H -2.10554 -3.51191 -1.30906 -0.14 0.01 -0.61 -0.020
C 2.43835 4.45154 1.79329 -0.34 0.16 -1.06 -0.139
C 3.26963 0.48325 -4.86291 -0.07 -1.05 -0.17 -1.024
H -0.02889 2.22907 -3.10783 -0.03 -0.08 -0.20 0.075
H -1.02920 3.37076 1.05133 0.05 0.15 -0.38 0.105
C -0.14431 -2.35353 5.63946 -0.47 0.63 -0.50 -0.208
C 0.14313 3.78808 -4.61300 -0.82 0.92 0.60 -0.160
H 3.49802 1.32258 -5.48727 0.44 0.56 0.12 0.026
H -1.10996 -1.73064 1.68100 -0.04 0.14 0.29 0.073
H -1.75744 -2.25246 4.12613 0.15 -0.15 0.04 0.100
C -0.05457 0.11060 1.16704 0.05 0.27 -0.13 -0.159
H 3.26648 1.21895 1.29810 -0.25 0.17 0.20 0.079
H -1.73688 4.39938 4.55572 -0.24 -0.14 0.08 0.129
H 0.88555 4.22836 -3.91271 -0.43 -0.32 -0.53 0.114
H 0.51464 -4.76018 -4.38386 0.22 0.08 -0.08 0.127
C -1.74191 -2.91619 -4.36780 0.94 -1.42 -0.60 -0.170
H 1.48524 -2.57160 -5.18434 0.43 -0.15 0.03 0.109
H -4.35533 0.69839 0.19473 0.38 0.68 0.02 -0.027
C -0.61519 0.39563 -0.23113 0.96 -0.01 -0.05 -0.151
H -1.69007 0.46797 -0.18041 -0.51 -0.09 0.06 0.062
C -1.34959 4.01493 1.86417 0.36 -0.61 0.25 -0.183
H 0.14952 -6.16481 1.31537 -0.03 -0.37 0.41 0.015
C -0.65892 -2.54948 -5.44604 -1.22 0.03 0.74 -0.138
O -1.01596 -3.77848 -3.46650 -0.85 0.14 1.05 -0.206
H 1.72169 3.18395 0.01613 0.26 0.26 0.39 0.113
H -3.39944 3.63287 1.20573 -0.04 -0.05 -0.05 0.105
H -0.25398 1.33697 -0.65392 0.10 -0.15 -0.11 0.101
C -2.13331 -1.04786 5.86794 -0.54 -0.86 1.82 -0.154
Cl -5.45862 1.33998 -4.31400 0.54 -0.13 0.13 0.501
H 1.31254 2.65728 1.67529 -0.06 -0.15 -0.39 0.066
H 4.61480 4.54893 1.80605 0.20 0.51 -0.20 0.112
H -0.50373 0.47286 -4.79943 0.27 0.49 0.18 0.099
Cl 2.21685 -5.86654 0.24387 -0.06 0.25 0.16 0.551
H -3.17735 -1.16102 5.59527 -0.16 0.12 -0.18 0.088
H -3.19965 4.99583 2.31381 -0.07 -0.06 -0.20 0.115
H -5.11274 1.53328 1.67968 0.31 -0.39 -0.29 0.029
H 2.65051 -0.69044 -0.03694 0.64 -0.39 0.15 0.090
H -0.99312 5.03267 1.72236 0.22 0.07 -0.07 0.119
C -0.16886 -1.40754 1.22962 -0.40 -0.14 1.38 -0.218
H 0.98467 0.42216 1.33199 -0.13 -0.04 -0.47 0.067
H -0.61067 -3.30980 -6.24136 -0.04 0.18 0.34 0.118
Cl -3.17737 0.41398 -2.57823 -0.05 0.12 -0.21 0.600
C 0.51402 -5.50340 0.55847 -0.15 -0.13 -0.37 -0.985
H 0.59643 -1.62090 6.04198 -0.50 -0.47 0.07 0.094
H 5.94717 -2.85457 -0.26833 -0.05 -0.10 0.36 0.116
Cl 4.60689 -0.67645 -4.78456 0.28 0.07 -0.27 0.523
H -0.62882 0.66930 1.90534 -0.14 -0.33 0.29 0.101
H -2.72709 -2.53428 7.54325 0.05 -0.04 -0.41 0.110
C -3.03527 3.13576 3.32323 -0.15 -0.26 0.75 -0.162
C -0.59292 2.58598 -3.97715 0.68 -0.89 -0.57 -0.162
H -2.65778 -1.95037 -0.64827 -0.11 0.29 -0.22 -0.019
C -1.85436 -2.02757 7.12244 0.57 0.69 -0.67 -0.164
C 3.37428 2.30418 1.23128 0.32 0.22 0.21 -0.198
Cl -6.48284 0.00491 0.51363 -0.49 0.04 0.01 0.527
H -1.38969 -1.47626 7.96238 -0.07 -0.02 -0.38 0.110
H -1.61132 2.74276 -3.64255 -0.15 0.33 -0.14 0.077
H 3.93994 4.59538 3.43878 -0.07 -0.11 0.11 0.119
C -1.20276 -1.58363 4.78500 0.59 0.19 0.48 -0.173
H 3.02774 -2.12613 -2.24913 0.15 -0.25 -0.11 0.087
H -3.89539 3.45582 3.91237 -0.09 -0.10 -0.06 0.116
H -5.42792 -0.10397 -2.55335 -0.47 -0.60 0.67 -0.026
C 2.08284 3.12905 1.05511 0.36 -0.76 0.94 -0.151
C 4.24383 -2.11214 0.83531 -0.19 0.36 0.45 -0.159
C -2.92329 -2.97419 -0.85030 0.23 -0.34 1.06 -1.006
C -1.73543 3.41004 4.07315 0.29 0.23 -0.33 -0.188
H -2.15346 -2.05769 -3.82226 0.20 0.01 -0.13 0.070
H 0.23101 3.59153 -6.78253 -0.36 0.23 -0.07 0.113
O 0.63990 1.80429 -5.87340 0.54 0.86 0.54 -0.175
H 4.95860 -1.50673 1.41321 -0.15 -0.18 -0.21 0.109
H 0.36907 -4.47731 0.87333 0.20 0.17 -0.25 0.010
C -0.52682 1.53021 -5.12096 -0.52 -0.47 0.06 -0.217
O -0.18495 -1.91668 -0.08054 0.26 -0.35 -0.44 -0.160
Cl -3.08369 -3.73297 0.76268 -0.06 -0.07 0.02 0.504
H 1.62430 4.66770 2.49982 0.46 0.21 -0.13 0.098
Cl -4.44570 -3.06352 -1.72944 0.12 0.02 -0.22 0.564
H 0.78294 -0.78015 -1.48870 0.10 0.25 0.11 0.091
H 0.61634 -1.73022 -3.89736 0.04 0.11 0.10 0.093
H 2.46055 -0.04043 -5.34145 -0.43 -0.07 0.14 0.001
H -0.79232 -0.77173 4.17739 0.18 -0.16 0.06 0.081
H 0.39372 -3.13770 5.12557 0.13 -0.08 -0.31 0.113
H 2.54545 2.31072 4.74866 0.30 0.40 0.11 0.012
Cl -4.11446 -0.63145 2.06079 0.05 0.37 0.17 0.522
H 1.79186 3.54561 -6.05092 0.11 -0.30 0.22 0.115
H 4.11388 2.47510 0.44346 -0.09 0.24 -0.28 0.120
H 2.27823 -3.00845 -0.91233 -0.60 0.19 0.32 0.082
H -0.90128 -1.59035 -5.90562 0.27 0.04 -0.01 0.095
H 0.93998 -3.96870 -2.86443 -0.05 0.16 0.10 0.096
C 3.54709 -1.29209 -0.29517 -0.06 -1.64 0.14 -0.155
Cl 2.83057 0.91860 -3.22550 -0.35 0.47 0.24 0.556
C 4.96248 -3.22556 0.06115 0.50 0.51 -1.19 -0.205
C -2.85295 3.98618 2.07607 -0.33 0.40 0.19 -0.158
Cl 2.33889 0.14009 3.95977 -0.37 0.37 0.04 0.553
C 3.16274 -2.47270 -1.22245 0.97 -0.17 -0.40 -0.195
C 0.35635 -3.86028 -3.77628 0.10 0.15 -0.51 -0.215
H -1.99654 -0.00942 6.20888 0.28 -0.33 -0.45 0.087
H 0.64472 -1.85289 1.81819 -0.01 0.01 -0.21 0.116
H 5.11559 -4.18276 0.54859 -0.20 0.02 0.43 0.105
H -1.38626 1.57223 -5.81286 -0.10 0.38 0.33 0.123
H -2.55555 -3.58182 -4.69957 0.03 0.73 -0.35 0.121
O -0.75810 3.42695 3.03677 0.24 0.17 -0.19 -0.195
O 4.24437 -3.47349 -1.17053 -0.92 1.52 0.54 -0.174
H 3.52943 -2.51557 1.57108 0.01 0.06 -0.40 0.105
Cl -0.46368 -5.81714 -0.88994 0.00 0.17 0.04 0.560
H -4.61481 -0.82843 -3.99628 0.09 -0.14 0.17 0.017
C -4.72569 0.01964 -3.33583 -0.19 0.73 -0.71 -0.984
C -0.19836 -0.85926 -1.00864 -0.14 0.52 -0.74 -0.216
H 4.29734 -0.66616 -0.77981 -0.15 0.10 -0.10 0.102
H -3.13710 2.06396 3.11719 0.11 0.15 -0.05 0.086
C -4.93595 0.61993 1.09830 -0.15 -0.60 -0.01 -1.003
C 1.69118 1.68153 4.61948 -0.26 -0.69 -0.06 -0.939
C 3.81218 4.18841 2.43964 -0.51 -0.40 -0.54 -0.194
C 0.59649 -2.58887 -4.56883 -0.04 0.07 -0.62 -0.170
```
Forces are in eV/Å.

Its HOMO-LUMO gap is 9.4 eV. The HOMO energy comes out at -9.147 eV.